Density functional theory data (ωB97M-V with the def2-TZVPD basis set) for the ion C2H4NO with charge +1 at a distorted geometry.

Structure (XYZ):
```
8
Properties=species:S:1:pos:R:3:forces:R:3
C 1.26988 -0.20023 -0.03937 3.34 -0.17 -1.36
C -0.12791 0.00162 -0.03876 -1.58 -0.51 -0.94
N -1.26830 -0.09097 -0.19084 2.70 -0.07 0.08
O -2.52108 0.16852 -0.04534 -0.36 -0.01 -0.06
H 1.63605 -0.38666 -1.20161 -1.07 0.14 2.98
H 1.93206 0.69326 0.28759 -1.52 -1.27 -0.32
H 1.46754 -1.07892 0.65633 0.05 0.96 -1.08
H -2.38826 0.89338 0.57200 -1.56 0.93 0.70
```
Forces are in eV/Å.

E_HOMO, eV: -17.459
Frontier orbital gap, Ha: 0.4399
SMILES: CC#[N+]O
Charge: +1

Atomic partial charges in e from the Löwdin method, atoms 1 to 4:
1. C 0.00
2. C 0.04
3. N 0.12
4. O 0.20

***

Density functional theory data (ωB97M-V with the def2-TZVPD basis set) for the ion C2H4NO2 with charge -1 at a distorted geometry.

Structure (XYZ):
```
9
Properties=species:S:1:pos:R:3:forces:R:3
N 0.61801 0.83876 0.89108 -1.36 3.51 -0.08
C 0.42776 -0.23203 -0.05299 0.51 1.75 -3.04
C -1.03946 -0.75247 -0.40284 1.19 -0.11 1.51
O -1.00180 -1.78851 -1.08429 -0.47 0.01 -0.49
O -1.98954 -0.15875 0.16268 0.42 0.11 -0.60
H -0.33707 1.33137 0.89864 1.49 -0.90 0.34
H 1.21422 1.55210 0.36865 -0.98 -1.04 1.31
H 1.11983 -0.95736 0.20214 0.64 -2.42 0.74
H 0.98805 0.16688 -0.98306 -1.42 -0.91 0.30
```
Forces are in eV/Å.

E_HOMO, eV: -4.029
Frontier orbital gap, Ha: 0.3155
SMILES: NCC(=O)[O-]
Charge: -1

Atomic partial charges in e from the Löwdin method, atoms 1 to 4:
1. N -0.09
2. C -0.27
3. C -0.74
4. O -0.09

***

Density functional theory data (ωB97M-V with the def2-TZVPD basis set) for a cluster of 2 separate species, C2H4NO2 in total at a distorted geometry.

Structure (XYZ):
```
9
Properties=species:S:1:pos:R:3:forces:R:3
C -0.81550 -0.72569 -0.07539 0.43 -1.05 2.18
C -0.92016 0.72851 -0.07777 -0.32 -0.37 3.21
N 2.65737 0.17971 0.75579 0.54 -0.81 -3.40
O 3.02474 -0.06599 -0.23572 -1.15 0.81 3.18
O 0.36786 0.14207 -0.17102 0.80 -0.64 -0.58
H -0.85628 -1.46101 0.81206 0.06 1.85 -1.09
H -1.05817 -1.23528 -0.96671 0.01 -0.34 -1.11
H -1.33829 1.16499 -0.92094 -0.27 0.97 -1.61
H -1.06158 1.27269 0.87970 -0.09 -0.43 -0.77
```
Forces are in eV/Å.

E_HOMO (spin up / spin down), eV: -15.401 / -15.402
Frontier orbital gap (spin up / spin down), Ha: 0.2502 / 0.2503
Charge: +1

Atomic partial charges in e from the Löwdin method, atoms 1 to 4:
1. C -0.07
2. C -0.12
3. N 0.46
4. O 0.38

***

Density functional theory data (ωB97M-V with the def2-TZVPD basis set) for a cluster of 2 separate species, C2H4NO2 in total at a distorted geometry.

Structure (XYZ):
```
9
Properties=species:S:1:pos:R:3:forces:R:3
C 3.55513 -0.11176 0.06942 -3.76 -0.81 -0.82
C 0.08808 0.93318 0.39446 3.14 3.24 -0.31
N -0.29304 0.05583 -0.54269 -2.50 -1.66 -3.58
O 4.58675 0.31920 -0.03833 2.68 0.75 0.30
O 2.43016 -0.48256 0.03559 1.03 -0.01 0.47
H -0.33209 0.95561 1.31390 -1.68 -0.48 2.87
H -0.60324 0.61457 -1.40372 0.46 -0.67 0.89
H -1.03508 -0.62848 -0.37047 -0.45 -0.19 0.38
H 0.48771 -0.49579 -0.88507 1.09 -0.16 -0.20
```
Forces are in eV/Å.

E_HOMO (spin up / spin down), eV: -15.399 / -15.348
Frontier orbital gap (spin up / spin down), Ha: 0.3314 / 0.3288
Charge: +1

Atomic partial charges in e from the Löwdin method, atoms 1 to 4:
1. C -0.37
2. C 0.22
3. N 0.11
4. O 0.31

***

Density functional theory data (ωB97M-V with the def2-TZVPD basis set) for a cluster of 2 separate species, C2H4NO2 in total at a distorted geometry.

Structure (XYZ):
```
9
Properties=species:S:1:pos:R:3:forces:R:3
C 0.43687 -1.42157 0.01889 -3.09 -7.94 -0.36
C -0.88852 1.46640 -0.12826 0.04 -0.76 -0.54
N 1.18540 -0.51374 0.22513 1.81 2.54 0.29
O 2.00971 0.26611 0.41516 2.73 1.37 1.16
O 0.23633 1.31876 -0.59092 -3.51 2.20 0.40
H -0.50266 -1.46466 -0.53150 -0.22 1.03 -0.13
H 0.69779 -2.52764 0.33450 -0.04 1.79 -0.25
H -1.64725 2.26077 0.11148 1.80 1.13 -0.67
H -1.52767 0.61556 0.14552 0.50 -1.36 0.10
```
Forces are in eV/Å.

E_HOMO (spin up / spin down), eV: -14.702 / -15.241
Frontier orbital gap (spin up / spin down), Ha: 0.3663 / 0.1953
Charge: +1
Expectation value of S²: 2.01
Spin multiplicity: 3

Atomic partial charges in e from the Löwdin method, atoms 1 to 4:
1. C 0.16
2. C 0.01
3. N -0.05
4. O 0.31

***

Density functional theory data (ωB97M-V with the def2-TZVPD basis set) for an isolated molecule of C2H4NO2P at a distorted geometry.

Structure (XYZ):
```
10
Properties=species:S:1:pos:R:3:forces:R:3
C 0.29893 -0.33630 -0.79519 1.99 2.25 -0.45
C -0.41675 0.92760 -0.21750 -1.89 -0.76 -0.55
N 0.72276 -1.43280 1.31790 -2.33 1.81 0.16
O 1.16260 -0.95974 0.15956 1.71 0.26 -0.40
O -0.37295 -0.67458 1.73562 -0.97 -0.36 1.07
P -1.55313 0.55067 1.26668 3.14 -2.04 -1.05
H -0.26918 -1.13310 -1.12014 -2.03 -1.19 -0.98
H 1.05126 -0.07717 -1.65735 -1.52 -0.25 1.65
H 0.30353 1.52608 0.23558 1.64 1.05 0.66
H -0.92707 1.60934 -0.92516 0.26 -0.77 -0.12
```
Forces are in eV/Å.

E_HOMO (spin up / spin down), eV: -8.384 / -8.262
Frontier orbital gap (spin up / spin down), Ha: 0.2767 / 0.3181

Atomic partial charges in e from the Löwdin method, atoms 1 to 4:
1. C -0.21
2. C -0.41
3. N 0.04
4. O -0.17

***

Density functional theory data (ωB97M-V with the def2-TZVPD basis set) for an isolated molecule of C2H4NO2P at a distorted geometry.

Structure (XYZ):
```
10
Properties=species:S:1:pos:R:3:forces:R:3
C 0.32625 -0.30908 -0.11081 2.00 3.31 -1.93
C 1.10478 -0.73905 1.25747 -0.36 1.34 -0.87
N -0.14738 0.25723 1.14310 -0.89 -1.33 1.17
O -0.11401 -0.29687 -2.94696 1.51 -0.29 -1.72
O -2.24660 -0.14535 -1.45363 0.82 -0.49 0.24
P -0.82242 -0.40159 -1.71574 -1.06 0.41 4.12
H 1.02731 0.52530 -0.57908 -1.56 -1.62 0.62
H 1.89551 0.10918 1.30876 -0.55 -1.65 -0.46
H -0.12128 1.20814 1.46826 0.37 0.53 -0.69
H -0.90217 -0.20790 1.62862 -0.28 -0.21 -0.49
```
Forces are in eV/Å.

E_HOMO, eV: -8.784
Frontier orbital gap, Ha: 0.3034

Atomic partial charges in e from the Löwdin method, atoms 1 to 4:
1. C -0.36
2. C -0.05
3. N -0.08
4. O -0.27

***

Density functional theory data (ωB97M-V with the def2-TZVPD basis set) for an isolated molecule of C2H4NO2P at a distorted geometry.

Structure (XYZ):
```
10
Properties=species:S:1:pos:R:3:forces:R:3
C -0.10630 -0.11212 1.06830 0.55 -2.91 0.62
C -0.30280 -0.75728 -0.29151 4.12 -0.39 1.43
N 1.13498 1.37091 -0.19677 2.92 2.88 5.43
O 1.08504 0.63475 0.98267 0.65 2.18 -0.88
O -0.26974 0.95134 -2.58834 -2.39 2.14 -1.39
P 0.26650 0.63139 -1.28197 1.30 -6.01 -4.04
H -0.90183 0.52596 1.22435 -1.74 1.60 0.58
H -0.02301 -0.77132 1.96830 0.20 0.40 -0.91
H 0.40628 -1.67415 -0.43631 -1.86 1.51 0.08
H -1.28914 -0.79948 -0.44870 -3.76 -1.39 -0.92
```
Forces are in eV/Å.

E_HOMO (spin up / spin down), eV: -6.115 / -11.020
Frontier orbital gap (spin up / spin down), Ha: 0.2403 / 0.3082
Expectation value of S²: 2.01
Spin multiplicity: 3

Atomic partial charges in e from the Löwdin method, atoms 1 to 4:
1. C -0.27
2. C -0.24
3. N -0.10
4. O -0.12

***

Density functional theory data (ωB97M-V with the def2-TZVPD basis set) for a cluster of 2 separate species, C2H4NO2PS2 in total at a distorted geometry.

Structure (XYZ):
```
12
Properties=species:S:1:pos:R:3:forces:R:3
C -1.83743 1.17720 -0.18219 2.91 -0.30 -0.56
C -1.25421 0.23362 -0.92635 -0.85 0.59 0.18
N 1.95427 0.08887 -0.40082 0.56 -1.54 -2.29
O 2.10771 -0.85607 -1.18488 -0.04 0.77 1.09
O 2.17415 1.24616 -0.68539 0.19 0.54 0.17
P 1.21209 -0.04147 1.19337 -0.48 -0.15 2.07
S 0.46887 -2.69319 3.08848 0.10 0.54 -0.28
S 1.23648 -2.07136 1.41439 0.20 -0.19 -0.41
H -1.15976 1.91741 0.25725 -0.57 -0.36 0.60
H -2.86439 1.25404 -0.07897 -1.83 0.53 -0.13
H -1.84672 -0.31143 -1.65182 0.17 -0.62 0.35
H -0.19107 0.05622 -0.84306 -0.37 0.18 -0.80
```
Forces are in eV/Å.

E_HOMO (spin up / spin down), eV: -9.704 / -9.423
Frontier orbital gap (spin up / spin down), Ha: 0.2590 / 0.2484

Atomic partial charges in e from the Löwdin method, atoms 1 to 4:
1. C -0.06
2. C -0.08
3. N -0.73
4. O -0.04

***

Density functional theory data (ωB97M-V with the def2-TZVPD basis set) for an isolated molecule of C2H4NO3P at a distorted geometry.

Structure (XYZ):
```
11
Properties=species:S:1:pos:R:3:forces:R:3
C -0.75199 1.56064 1.08212 -0.31 -1.48 -0.53
C -0.17268 0.13662 1.11576 2.22 1.02 4.22
N -0.46679 -0.70839 0.08329 -0.61 -1.54 -0.78
O -0.47849 2.40232 1.85254 -0.07 0.89 0.27
O 0.79234 -1.34874 -0.34239 -4.09 -1.29 -2.47
O -1.69002 1.72599 0.06560 0.60 1.60 1.67
P -2.29035 0.59207 -0.86911 1.53 -1.17 -1.34
H 0.96860 0.30219 1.36524 -1.93 -0.36 -0.97
H -0.51010 -0.29639 2.20939 0.23 0.93 -2.40
H 0.24200 -2.06343 -0.91870 2.70 2.02 1.84
H -1.78096 1.22944 -2.09360 -0.27 -0.62 0.49
```
Forces are in eV/Å.

E_HOMO (spin up / spin down), eV: -8.743 / -7.947
Frontier orbital gap (spin up / spin down), Ha: 0.2872 / 0.2528

Atomic partial charges in e from the Löwdin method, atoms 1 to 4:
1. C -0.52
2. C -0.26
3. N -0.22
4. O 0.15

***

| no. | total energy (eV) |
| --- | --- |
| 1 | -5665.0706 |
| 2 | -7724.8114 |
| 3 | -7711.4680 |
| 4 | -7712.4658 |
| 5 | -7708.0414 |
| 6 | -17007.0514 |
| 7 | -17008.5119 |
| 8 | -17006.7040 |
| 9 | -38677.8864 |
| 10 | -19055.4743 |